(1)
Entry from OMol25: one molecule with the formula C21H24FN3O at a distorted geometry (wB97M-V/def2-TZVPD).

Properties
**F_max**: 2.073 eV Å⁻¹
**Energy relative to the best compared isomer or geometry (same formula, charge and spin)**: 0.0 kcal per mole
**E_LUMO**: 0.60 eV
**Total charge**: 0
**Orbital gap**: 8.69 eV

Each line ends with the natural charge from an NBO analysis.
Atoms and positions in Å:
C: -1.60998 -3.87957 -4.81271  -0.614
C: -1.43149 -2.65584 -3.85424  -0.398
C: -0.07972 -2.65542 -3.09223  -0.043
C: 1.18202 -2.81547 -3.96169  -0.622
N: 0.13736 -1.38044 -2.36715  -0.606
C: -0.19068 -1.12502 -1.04592  0.399
C: 0.12042 0.12480 -0.54202  -0.306
C: -0.23802 0.45517 0.76796  0.005
C: 0.16084 1.73784 1.38882  -0.151
C: 0.89792 1.87279 2.60621  0.150
C: 1.48895 0.79962 3.46911  -0.106
C: 1.91105 -0.43246 2.95805  -0.152
C: 2.47013 -1.39388 3.81365  -0.290
C: 2.72556 -1.08767 5.16091  0.409
F: 3.29663 -1.99145 5.97609  -0.316
C: 2.33284 0.14164 5.66503  -0.289
C: 1.75158 1.05633 4.81851  -0.148
N: 0.96688 3.14909 2.90928  -0.122
O: 0.29226 3.89908 1.90344  -0.296
C: -0.19894 3.00571 0.96818  0.360
C: -1.03376 3.37451 -0.24724  -0.271
C: -0.68731 4.83345 -0.77140  -0.602
C: -2.52926 3.27924 0.02465  -0.600
C: -0.89175 -0.54220 1.51289  -0.313
C: -1.17223 -1.79109 0.92231  0.072
N: -0.84150 -2.05391 -0.33568  -0.496
H: -1.39695 -4.80483 -4.25974  0.205
H: -2.63903 -3.87864 -5.21886  0.215
H: -0.93785 -3.78425 -5.67121  0.203
H: -1.51948 -1.72708 -4.44342  0.192
H: -2.20778 -2.69667 -3.07580  0.215
H: -0.11972 -3.48362 -2.38017  0.220
H: 1.34743 -3.87149 -4.21443  0.216
H: 2.05373 -2.42217 -3.43373  0.222
H: 1.08672 -2.24478 -4.90666  0.199
H: 0.39386 -0.55253 -2.90031  0.385
H: 0.67778 0.82550 -1.18981  0.209
H: 1.71955 -0.59178 1.90846  0.229
H: 2.85011 -2.31330 3.39224  0.231
H: 2.52456 0.42573 6.70604  0.234
H: 1.46446 2.04300 5.15569  0.232
H: -0.72987 2.66760 -1.02792  0.224
H: -1.25956 5.10186 -1.66780  0.213
H: -0.89351 5.60795 0.00787  0.217
H: 0.36787 4.89119 -1.01590  0.213
H: -2.80208 2.26719 0.30211  0.219
H: -3.11539 3.56231 -0.85501  0.214
H: -2.84811 3.98822 0.82636  0.214
H: -1.20712 -0.39390 2.55911  0.226
H: -1.63944 -2.54036 1.56810  0.197

=====

(2)
Entry from OMol25: one molecule with the formula C21H24FN3O3 (wB97M-V/def2-TZVPD).

Properties
**F_max**: 0.513 eV Å⁻¹
**Energy relative to the best compared isomer or geometry (same formula, charge and spin)**: 36.3 kcal per mole
**E_LUMO**: 0.68 eV
**Total charge**: 0
**Orbital gap**: 8.38 eV

Each line ends with the natural charge from an NBO analysis.
Atoms and positions in Å:
C: 4.75950 0.01913 -2.04809  -0.640
C: 4.07447 -1.33962 -2.16800  -0.060
O: 3.29788 -1.66424 -1.03439  -0.539
C: 3.90308 -2.07362 0.13133  0.325
C: 5.26369 -2.32026 0.24306  -0.295
C: 5.83010 -2.71005 1.44512  -0.223
C: 5.02872 -2.86965 2.55770  -0.224
C: 3.66921 -2.65064 2.45401  -0.221
C: 3.07090 -2.24514 1.26022  0.101
N: 1.68821 -2.07245 1.25846  -0.446
C: 1.06392 -1.24181 2.26241  -0.212
C: 0.71541 0.13699 1.68131  -0.241
N: -0.13724 -0.02278 0.52016  -0.431
C: -1.40243 0.42585 0.55288  0.679
O: -1.86512 1.02864 1.50928  -0.657
C: -2.27249 0.16421 -0.67753  -0.329
N: -3.51099 0.88167 -0.51569  -0.603
C: -3.97141 1.71390 -1.47994  0.668
O: -3.52013 1.74153 -2.60527  -0.605
C: -5.10339 2.58118 -1.01912  -0.208
C: -4.97865 3.35623 0.13013  -0.170
C: -5.99768 4.20470 0.52420  -0.231
C: -7.16239 4.28781 -0.22149  -0.182
C: -7.31129 3.52170 -1.36364  -0.281
C: -6.28031 2.68454 -1.75234  0.435
F: -6.45292 1.92806 -2.84911  -0.311
C: 0.47679 -0.83009 -0.50877  -0.223
C: 0.86355 -2.19743 0.08496  -0.216
H: 5.31023 0.23250 -2.95992  0.218
H: 4.01591 0.79814 -1.89711  0.213
H: 5.44801 0.03447 -1.20681  0.216
H: 3.34955 -1.31607 -2.98773  0.193
H: 4.80413 -2.12915 -2.38322  0.173
H: 5.91001 -2.19738 -0.61134  0.213
H: 6.89349 -2.88464 1.50061  0.213
H: 5.45388 -3.17717 3.50077  0.214
H: 3.04057 -2.81123 3.31656  0.212
H: 0.14082 -1.72663 2.60373  0.194
H: 1.73017 -1.11155 3.11333  0.217
H: 1.63487 0.64945 1.37805  0.194
H: 0.18076 0.74341 2.41334  0.249
H: -1.79954 0.52605 -1.59551  0.251
H: -2.46625 -0.91193 -0.77072  0.213
H: -3.77861 1.03277 0.44925  0.423
H: -4.06651 3.30467 0.70701  0.227
H: -5.88241 4.80298 1.41500  0.218
H: -7.95793 4.94921 0.08614  0.218
H: -8.21000 3.56351 -1.95865  0.231
H: 1.38585 -0.32669 -0.85205  0.210
H: -0.19194 -0.96841 -1.35425  0.213
H: -0.05719 -2.71655 0.38582  0.187
H: 1.37317 -2.79808 -0.66415  0.232

=====

(3)
Entry from OMol25: C21H24HfN2OP2S as an isolated structure at a distorted geometry (wB97M-V/def2-TZVPD).

Properties
**F_max**: 7.263 eV Å⁻¹
**Energy relative to the best compared isomer or geometry (same formula, charge and spin)**: 0.0 kcal per mole
**E_LUMO (alpha / beta)**: -8.89 / -8.90 eV
**Total charge**: +2
**Orbital gap (alpha / beta)**: 5.23 / 5.23 eV

Each line ends with the natural charge from an NBO analysis.
Atoms and positions in Å:
C: -1.43801 3.33271 -3.72812  -0.182
C: -1.30510 2.00750 -3.29451  -0.053
C: 0.02655 1.47694 -3.19213  0.120
C: 1.13374 2.29848 -3.40183  -0.050
C: 0.95660 3.54769 -3.92285  -0.156
C: -0.32423 4.08705 -4.04145  -0.181
C: 2.52157 1.72860 -3.24068  -0.501
C: 2.51298 0.23855 -3.41196  -0.026
C: 1.33251 -0.50648 -3.21555  0.100
C: 1.34036 -1.94260 -3.23285  -0.038
C: 2.57393 -2.58538 -3.48091  -0.198
C: 3.72099 -1.83098 -3.79816  -0.163
C: 3.65773 -0.43097 -3.81934  -0.160
H: -2.44313 3.77241 -3.80353  0.234
H: 1.84298 4.12803 -4.21773  0.238
H: -0.43757 5.11767 -4.37838  0.248
H: 3.20218 2.16752 -3.99004  0.280
H: 2.62805 -3.66811 -3.44293  0.233
H: 4.66839 -2.34614 -3.97529  0.250
H: 4.52187 0.15363 -4.11104  0.237
N: 0.24072 0.18686 -2.64656  -0.837
Hf: -0.12098 -0.11257 -0.58058  1.795
C: -2.51268 1.27515 -2.79735  -0.705
H: -2.65453 0.30002 -3.27051  0.263
H: -3.43384 1.84011 -2.93011  0.267
C: 0.17368 -2.77617 -2.76599  -0.698
H: -0.76181 -2.49963 -3.27949  0.265
H: 0.34725 -3.84823 -2.92581  0.271
P: -2.39330 0.99531 -0.99333  0.799
P: -0.11524 -2.57824 -0.94851  0.792
C: 1.28353 -3.47802 -0.22850  -0.924
H: 1.17609 -3.45900 0.86453  0.276
H: 1.29552 -4.51930 -0.57935  0.280
H: 2.23171 -2.99147 -0.49564  0.273
C: -1.55463 -3.59872 -0.56609  -0.928
H: -1.34165 -4.65431 -0.76866  0.284
H: -1.78962 -3.47295 0.49731  0.275
H: -2.41740 -3.27683 -1.16286  0.261
C: -2.51737 2.65459 -0.27614  -0.933
H: -3.53255 3.03615 -0.43578  0.275
H: -2.30539 2.59122 0.79923  0.273
H: -1.79046 3.32425 -0.74880  0.274
C: -3.92529 0.16236 -0.49810  -0.924
H: -3.94965 0.08566 0.59703  0.274
H: -4.77663 0.75903 -0.85172  0.279
H: -3.96044 -0.84292 -0.94234  0.256
C: 1.75222 1.51975 -0.72676  0.722
O: 2.03372 0.38696 -0.30447  -0.608
H: 3.12360 2.11032 -2.47604  0.256
S: -0.78625 -0.23161 1.82735  -0.149
C: 0.64553 0.07868 2.61402  -0.018
N: 1.64354 0.28711 3.20294  -0.218

=====

(4)
Entry from OMol25: one molecule with the formula C21H24N2O4 at a distorted geometry (wB97M-V/def2-TZVPD).

Properties
**F_max**: 18.602 eV Å⁻¹
**Energy relative to the best compared isomer or geometry (same formula, charge and spin)**: 458.8 kcal per mole
**E_LUMO**: -0.12 eV
**Total charge**: 0
**Orbital gap**: 7.31 eV

Each line ends with the natural charge from an NBO analysis.
Atoms and positions in Å:
C: -4.65549 0.86786 -7.25649  -0.245
O: -4.70334 -0.23909 -6.38743  -0.491
C: -3.80223 -0.07720 -5.21990  0.183
C: -3.79553 -1.08026 -4.40665  -0.196
C: -3.21862 -1.17971 -3.04931  -0.143
C: -2.33494 -0.11524 -2.62436  -0.074
C: -1.61124 -0.34631 -1.41681  -0.076
C: -0.60004 0.55290 -1.08464  -0.300
C: 0.01572 0.14952 0.29709  0.648
O: -0.33630 -1.00194 0.80826  -0.679
N: 0.91696 0.97765 0.66505  -0.572
C: 1.92812 0.95285 1.68565  0.174
C: 2.82745 1.91025 1.64685  -0.311
C: 3.80325 1.71771 2.72180  -0.161
C: 3.41307 1.14441 4.04336  -0.254
C: 2.40138 0.10249 3.93826  0.148
N: 2.16910 -0.58304 4.96337  -0.392
C: 1.79780 -2.14841 4.71922  -0.229
C: 3.00546 -2.95891 4.69209  -0.057
O: 3.85693 -2.77473 5.90577  -0.488
C: 4.07811 -1.65648 6.13472  0.019
C: 2.79395 -0.47203 6.32805  -0.269
C: 1.55157 0.11783 2.96820  -0.244
C: -2.06159 0.70929 -3.68702  -0.307
C: -2.78494 0.83167 -4.82225  0.312
O: -2.71204 2.00110 -5.72995  -0.490
C: -1.86544 2.79604 -5.27443  -0.263
H: -5.37147 0.51981 -8.13158  0.193
H: -4.85211 1.75076 -6.72655  0.189
H: -3.58282 0.83668 -7.76410  0.172
H: -4.66964 -2.05038 -4.61615  0.215
H: -3.43802 -1.95447 -2.56628  0.184
H: -1.84779 -1.15881 -0.99152  0.210
H: -0.32883 1.33670 -1.72650  0.199
H: 1.28601 1.60034 -0.04173  0.395
H: 3.10458 2.75786 0.84429  0.227
H: 4.44388 2.53919 2.82551  0.191
H: 4.19269 1.25818 4.83743  0.220
H: 1.38484 -2.16868 3.76096  0.234
H: 1.21886 -2.29234 5.65842  0.215
H: 2.85013 -3.88472 4.60516  0.188
H: 3.54702 -2.63330 4.08764  0.161
H: 4.86422 -1.58433 6.95236  0.167
H: 4.76468 -1.01860 5.31818  0.064
H: 3.26443 0.42158 6.41728  0.205
H: 2.28292 -0.99855 7.16470  0.210
H: 0.87542 -0.39914 2.77021  0.189
H: -1.33507 1.50560 -3.44609  0.222
H: -1.76938 3.54311 -6.13608  0.177
H: -1.91020 3.58812 -4.53493  0.175
H: -0.85147 2.52456 -5.28454  0.157

=====

Number 1: electronic energy -1153.958343 hartree. Number 2: electronic energy -1304.500782 hartree. Number 3: electronic energy -2127.712622 hartree. Number 4: electronic energy -1224.466986 hartree.